(1)
Density functional theory data (ωB97M-V with the def2-TZVPD basis set) for the ion C6H10NO2S2 with charge +1 in a non-equilibrium geometry.

Properties
Electronic energy (eV): -33630.0004
Multiplicity: 1
Net charge: +1
E_LUMO (eV): -5.64

Each line ends with the Mulliken charge.
Geometry (Å):
C  -1.537  -1.569  0.221  0.24
C  -0.934  -2.103  -1.014  -0.71
C  3.045  0.665  1.420  -0.80
C  -2.518  -0.401  0.116  0.23
C  -1.623  0.909  0.033  -0.19
C  1.416  -1.125  -0.032  0.59
N  -0.768  1.178  -0.800  -0.61
O  -1.241  -1.981  1.291  -0.49
O  -3.444  -0.367  1.221  -0.57
S  0.816  -2.492  -0.728  0.05
S  2.970  -0.939  0.580  0.12
H  -1.453  -2.921  -1.189  0.45
H  -0.984  -1.407  -1.821  0.53
H  2.375  1.304  0.799  0.31
H  4.111  0.986  1.302  0.36
H  -3.108  -0.453  -0.792  0.30
H  -1.745  1.637  0.781  0.48
H  0.753  -0.257  0.161  -0.24
H  2.831  0.777  2.488  0.33
H  -0.618  0.409  -1.486  0.25
H  -3.245  -1.027  2.006  0.38


(2)
Density functional theory data (ωB97M-V with the def2-TZVPD basis set) for a structure of composition C13H33AgAsCl2O7P2.

Properties
Electronic energy (eV): -136816.7812
Multiplicity: 1
Net charge: -1
E_LUMO (eV): 2.31

Each line ends with the Mulliken charge.
Geometry (Å):
Ag  -0.030  0.951  -1.275  1.04
C  3.247  0.061  2.070  -1.83
C  2.851  1.536  2.011  1.19
O  3.758  2.324  2.783  -0.65
P  1.195  1.746  2.726  0.49
O  1.343  1.496  4.307  -0.56
O  0.893  3.295  2.700  -0.59
O  0.189  0.838  2.138  -0.53
P  3.002  2.143  0.252  0.89
O  2.209  3.583  0.349  -0.74
O  4.460  2.396  0.131  -0.86
O  2.259  1.273  -0.716  -0.71
H  3.329  -0.252  3.113  0.42
H  4.219  -0.069  1.590  0.40
H  2.516  -0.559  1.557  0.13
H  4.433  2.605  2.138  0.48
H  0.844  0.704  4.536  0.34
H  1.262  3.673  1.871  0.56
H  1.501  3.651  -0.312  0.15
Cl  0.101  -0.197  -3.696  -0.63
C  -0.250  2.729  -2.313  -0.85
Cl  -0.226  4.319  -1.491  -0.28
H  -1.118  2.690  -2.957  0.49
H  0.669  2.648  -2.889  0.46
C  -2.334  -2.676  -1.633  -0.98
C  -0.822  -2.837  -1.605  -0.89
As  0.098  -1.491  -0.530  0.14
C  -0.288  -2.075  1.308  -0.34
C  -0.575  -3.555  1.526  -1.32
C  1.942  -2.009  -0.920  -0.48
C  2.461  -3.275  -0.254  -1.31
H  -2.797  -3.459  -2.238  0.45
H  -2.600  -1.715  -2.075  0.06
H  -2.775  -2.725  -0.634  0.19
H  -0.412  -2.691  -2.604  0.53
H  -0.527  -3.824  -1.242  0.53
H  -1.135  -1.462  1.623  0.44
H  0.547  -1.731  1.919  0.38
H  -1.428  -3.893  0.935  0.25
H  -0.810  -3.747  2.576  0.44
H  0.277  -4.181  1.260  0.23
H  2.558  -1.142  -0.686  0.27
H  1.945  -2.090  -2.010  0.61
H  2.475  -3.178  0.834  0.23
H  3.485  -3.479  -0.575  0.43
H  1.858  -4.149  -0.507  0.31
C  -3.826  2.349  -1.887  -1.65
C  -3.060  1.151  -1.326  1.55
C  -3.990  0.272  -0.489  -1.68
C  -1.875  1.600  -0.482  -1.82
H  -4.660  2.023  -2.511  0.42
H  -3.183  2.990  -2.491  0.32
H  -4.228  2.957  -1.072  0.38
H  -2.698  0.561  -2.175  0.12
H  -4.418  0.851  0.334  0.46
H  -3.449  -0.571  -0.059  0.22
H  -4.812  -0.123  -1.091  0.40
H  -1.765  1.073  0.465  0.60
H  -1.836  2.669  -0.306  0.68


(3)
Density functional theory data (ωB97M-V with the def2-TZVPD basis set) for a cluster of 8 separate species, C19H57N9O8 in total in a non-equilibrium geometry.

Properties
Electronic energy (eV): -50418.5753
SMILES: COC[C@H](C)N.COC[C@H](C)N.COC[C@H](C)N.NC(N)=O.NC(N)=O.NC(N)=O.CCO.CCO
Multiplicity: 1
E_LUMO (eV): 0.33

Each line ends with the Mulliken charge.
Geometry (Å):
C  -3.022  -5.388  18.632  -0.85
O  -3.138  -5.006  19.972  0.01
C  -2.859  -6.029  20.929  -1.01
C  -2.358  -5.410  22.285  0.65
C  -1.000  -4.763  22.119  -1.16
N  -2.280  -6.630  23.179  -0.70
H  -1.936  -5.502  18.309  0.28
H  -3.485  -4.571  18.042  0.18
H  -3.464  -6.429  18.498  0.34
H  -3.701  -6.713  21.105  0.33
H  -1.931  -6.558  20.542  0.37
H  -3.095  -4.674  22.658  0.25
H  -0.275  -5.624  22.229  0.49
H  -0.922  -3.925  22.834  0.27
H  -0.912  -4.375  21.078  0.05
H  -3.172  -6.967  23.476  0.22
H  -1.686  -6.502  24.033  0.23
C  -4.743  2.114  16.779  -0.42
O  -3.598  2.581  16.126  -0.43
C  -2.453  1.873  16.487  -0.16
C  -1.205  2.361  15.742  0.23
C  -1.334  2.178  14.290  -1.46
N  -0.001  1.768  16.337  -0.61
H  -4.502  2.112  17.804  0.03
H  -5.020  1.062  16.365  0.24
H  -5.525  2.745  16.427  0.37
H  -2.360  1.909  17.574  0.08
H  -2.570  0.816  16.194  0.24
H  -1.124  3.432  16.055  0.31
H  -0.512  2.568  13.720  0.37
H  -2.189  2.602  13.786  0.34
H  -1.410  1.072  14.130  0.29
H  -0.076  0.734  16.248  0.26
H  0.151  2.032  17.317  0.28
C  -7.090  3.241  20.249  -0.74
O  -6.474  2.035  20.614  -0.26
C  -6.896  0.990  19.791  0.17
C  -8.261  0.518  20.230  0.74
C  -8.198  -0.156  21.613  -1.33
N  -8.801  -0.398  19.150  -0.76
H  -8.145  3.215  20.414  0.35
H  -6.879  3.508  19.182  0.21
H  -6.673  4.049  20.911  0.24
H  -6.862  1.353  18.798  0.39
H  -6.131  0.221  19.833  -0.63
H  -9.006  1.413  20.254  0.29
H  -9.162  -0.515  21.898  0.42
H  -7.705  0.516  22.323  0.18
H  -7.534  -1.012  21.595  0.23
H  -9.090  0.120  18.301  0.25
H  -8.073  -1.071  18.901  0.20
N  -2.923  -1.881  20.878  0.39
C  -3.455  -0.923  20.061  0.18
N  -3.039  0.326  20.109  0.32
O  -4.397  -1.223  19.314  -0.94
H  -3.039  -2.833  20.580  -0.17
H  -1.993  -1.739  21.284  0.14
H  -2.145  0.527  20.479  0.16
H  -3.562  0.964  19.547  -0.16
N  -4.634  0.614  23.098  -0.16
C  -4.312  0.916  24.404  0.35
N  -5.164  1.721  25.029  -0.40
O  -3.187  0.538  24.837  -0.71
H  -3.778  0.156  22.740  0.10
H  -5.192  1.124  22.477  0.32
H  -6.191  1.573  24.891  0.23
H  -4.947  1.942  25.990  0.26
N  -0.531  1.498  23.942  -0.47
C  -0.361  1.033  22.675  0.72
N  -0.018  1.974  21.788  -0.30
O  -0.470  -0.199  22.499  -0.70
H  -0.476  2.492  23.973  0.17
H  -1.132  0.912  24.553  0.31
H  -0.062  2.975  22.044  0.18
H  0.098  1.820  20.787  0.20
C  -0.378  -1.985  18.238  -0.30
C  0.589  -1.057  18.935  -0.68
O  -0.096  -0.020  19.627  -0.31
H  -1.091  -2.434  18.908  -0.15
H  0.162  -2.819  17.781  0.46
H  -0.879  -1.408  17.463  0.07
H  1.165  -0.593  18.156  0.36
H  1.287  -1.710  19.519  0.33
H  -0.128  -0.257  20.562  0.10
C  -7.435  -4.738  18.070  -1.51
C  -6.916  -3.542  18.785  0.73
O  -6.734  -2.392  17.973  -0.64
H  -7.343  -5.597  18.702  0.40
H  -6.791  -5.103  17.271  0.33
H  -8.469  -4.539  17.710  0.34
H  -5.970  -3.899  19.242  -0.14
H  -7.616  -3.382  19.687  0.15
H  -5.971  -1.928  18.408  0.57


(4)
Density functional theory data (ωB97M-V with the def2-TZVPD basis set) for a structure of composition C43H50F6GeN6O2S2Ti in a non-equilibrium geometry.

Properties
Electronic energy (eV): -176049.9200
Multiplicity: 1
Net charge: -2
E_LUMO (eV): 3.91

Each line ends with the Mulliken charge.
Geometry (Å):
Ti  0.992  -0.718  -0.660  -0.80
C  -1.778  1.588  1.973  -0.57
C  -0.421  0.931  2.031  -0.45
O  0.052  0.400  1.046  1.29
N  0.178  0.963  3.253  0.15
C  1.512  0.421  3.459  -0.85
C  2.580  1.420  3.054  0.67
C  3.001  2.421  3.923  -1.06
C  3.976  3.315  3.505  -0.46
C  4.490  3.177  2.224  -0.83
C  4.008  2.151  1.428  -0.27
N  3.080  1.287  1.830  0.39
H  -2.387  1.034  1.257  -0.50
H  -1.662  2.611  1.609  0.19
H  -2.264  1.599  2.949  0.49
H  -0.267  1.449  4.009  0.30
H  1.604  -0.455  2.817  -0.31
H  1.619  0.150  4.509  0.78
H  2.584  2.494  4.921  0.46
H  4.327  4.100  4.164  0.39
H  5.250  3.854  1.854  0.44
H  4.370  2.005  0.416  0.39
S  -0.983  -2.148  0.312  -0.62
C  -2.438  -1.276  -0.100  0.49
N  -3.657  -1.694  0.525  0.77
C  -4.884  -1.362  -0.135  -0.93
C  -4.828  0.106  -0.537  -0.62
N  -3.718  0.286  -1.427  0.17
C  -3.801  1.431  -2.309  -1.84
C  -4.045  2.727  -1.567  0.18
C  -5.301  3.326  -1.546  -0.34
C  -5.522  4.496  -0.833  -0.59
C  -4.485  5.081  -0.121  -0.59
C  -3.231  4.481  -0.122  -0.55
C  -3.012  3.311  -0.833  0.49
C  -2.460  -0.248  -0.992  -0.61
S  -1.010  0.424  -1.719  -0.35
C  -3.710  -2.782  1.473  -1.16
C  -4.373  -2.303  2.739  0.15
C  -3.692  -1.412  3.569  -0.04
C  -4.296  -0.887  4.697  -0.68
C  -5.604  -1.238  5.019  -0.36
C  -6.292  -2.119  4.201  -0.60
C  -5.679  -2.649  3.073  -0.30
H  -5.717  -1.525  0.557  0.42
H  -5.052  -1.973  -1.039  0.25
H  -4.754  0.713  0.382  0.14
H  -5.747  0.397  -1.060  0.52
H  -4.619  1.254  -3.022  0.49
H  -2.856  1.481  -2.846  0.69
H  -6.114  2.869  -2.101  0.33
H  -6.504  4.957  -0.837  0.34
H  -4.654  5.997  0.433  0.37
H  -2.415  4.937  0.426  0.41
H  -2.038  2.832  -0.846  0.50
H  -2.676  -3.073  1.662  0.38
H  -4.252  -3.648  1.058  0.38
H  -2.675  -1.143  3.304  0.52
H  -3.753  -0.201  5.337  0.37
H  -6.077  -0.827  5.904  0.35
H  -7.314  -2.394  4.442  0.35
H  -6.223  -3.344  2.441  0.36
N  -0.919  -2.299  -3.838  -0.85
C  -0.035  -2.219  -3.095  -0.67
C  4.489  -2.875  -3.135  -1.67
Ge  2.514  -2.898  -3.491  1.31
C  2.313  -2.066  -5.297  -1.42
C  2.178  -4.834  -3.864  -1.43
C  1.119  -2.240  -2.251  1.43
H  4.986  -3.061  -4.089  0.49
H  4.768  -3.671  -2.444  0.40
H  4.862  -1.932  -2.744  0.37
H  2.227  -2.855  -6.047  0.50
H  3.160  -1.431  -5.558  0.32
H  1.401  -1.469  -5.329  0.40
H  2.894  -5.221  -4.593  0.36
H  1.172  -4.947  -4.273  0.37
H  2.251  -5.434  -2.957  0.34
H  0.949  -3.052  -1.538  0.07
C  4.421  -2.261  0.448  -1.75
C  3.074  -2.778  0.983  0.86
O  2.007  -2.034  0.678  0.60
C  3.220  -2.940  2.545  0.44
F  4.007  -3.979  2.937  -0.30
F  2.042  -3.122  3.157  -0.23
F  3.796  -1.850  3.110  -0.29
C  2.900  -4.242  0.444  0.11
F  3.957  -5.069  0.689  -0.35
F  2.779  -4.237  -0.894  -0.16
F  1.819  -4.857  0.942  -0.31
H  4.595  -1.272  0.860  0.21
H  4.327  -2.168  -0.632  0.10
H  5.242  -2.930  0.709  0.49
C  0.935  3.058  0.090  0.78
C  1.978  3.069  -0.994  0.91
C  2.553  4.268  -1.382  -0.68
C  3.476  4.351  -2.415  -0.88
C  3.781  3.187  -3.111  -0.77
C  3.229  1.972  -2.754  0.46
C  3.516  0.729  -3.534  -0.51
C  2.342  1.848  -1.641  -0.70
N  1.903  0.641  -1.247  0.38
H  0.472  4.044  0.182  0.43
H  1.372  2.790  1.059  -0.14
H  0.178  2.313  -0.155  -1.48
H  2.255  5.177  -0.865  0.39
H  3.925  5.299  -2.689  0.35
H  4.454  3.227  -3.963  0.36
H  4.116  0.939  -4.421  0.33
H  2.574  0.261  -3.820  -0.04
H  4.043  0.012  -2.905  -0.02


(5)
Density functional theory data (ωB97M-V with the def2-TZVPD basis set) for an isolated molecule of C2H3N3 in a non-equilibrium geometry.

Properties
Electronic energy (eV): -6591.0463
SMILES: c1cn[nH]n1
Multiplicity: 1
E_LUMO (eV): 1.03

Each line ends with the Mulliken charge.
Geometry (Å):
C  0.437  -0.884  0.105  -0.21
C  -0.859  -0.480  -0.285  -0.09
N  -0.862  0.848  -0.301  -0.50
N  0.380  1.151  0.049  0.29
N  1.252  0.165  -0.025  -0.44
H  0.775  -1.820  0.541  0.34
H  -1.763  -1.060  -0.446  0.38
H  0.639  2.080  0.362  0.24


(6)
Density functional theory data (ωB97M-V with the def2-TZVPD basis set) for an isolated molecule of C4H13N2O2P in a non-equilibrium geometry.

Properties
Electronic energy (eV): -20716.6314
Multiplicity: 3
⟨S²⟩: 2.022
E_LUMO (alpha / beta) (eV): 0.99 / -2.91

Each line ends with the Mulliken charge.
Geometry (Å):
C  -1.159  2.060  1.644  -1.05
C  -1.949  1.197  -0.650  -1.38
C  1.179  0.360  0.741  -0.24
C  -1.084  0.969  0.521  0.44
N  1.570  -0.868  -2.151  -0.45
N  2.055  -3.401  -0.466  -0.67
O  0.226  0.961  -0.005  -0.39
O  1.266  -1.045  0.463  -0.24
P  1.033  -1.736  -0.975  0.03
H  -2.175  1.984  2.178  0.33
H  -0.255  1.937  2.413  0.27
H  -1.018  3.007  1.079  0.29
H  -2.019  0.329  -1.253  0.36
H  -1.459  2.044  -1.251  0.30
H  -2.979  1.629  -0.427  0.34
H  2.118  0.862  0.409  0.25
H  1.082  0.571  1.791  0.31
H  -1.209  -0.016  0.960  0.39
H  1.443  -1.170  -3.110  0.39
H  1.360  -4.037  0.033  0.32
H  2.264  -3.680  -1.416  0.40
H  -0.290  -1.957  -0.528  0.00


(7)
Density functional theory data (ωB97M-V with the def2-TZVPD basis set) for an isolated molecule of C4H8O.

Properties
Electronic energy (eV): -6323.9265
SMILES: CC1(C)CO1
Multiplicity: 1
E_LUMO (eV): 1.03

Each line ends with the Mulliken charge.
Geometry (Å):
C  -1.208  -0.632  -0.009  -1.42
C  0.108  0.111  -0.111  1.34
C  1.335  -0.764  0.070  -1.27
C  -0.091  1.555  0.098  -0.66
O  0.156  1.034  -1.201  -0.48
H  -1.401  -0.884  1.040  0.32
H  -2.009  0.029  -0.353  0.39
H  -1.226  -1.544  -0.610  0.33
H  1.343  -1.264  1.046  0.31
H  2.278  -0.228  -0.065  0.34
H  1.291  -1.558  -0.690  0.30
H  -1.134  1.817  0.291  0.21
H  0.559  2.329  0.495  0.28


(8)
Density functional theory data (ωB97M-V with the def2-TZVPD basis set) for an isolated molecule of C7H14NO3PS in a non-equilibrium geometry.

Properties
Electronic energy (eV): -35242.1438
SMILES: CC[P@](N)(=S)O/C(=C\C(C)=O)OC
Multiplicity: 1
E_LUMO (eV): 0.61

Each line ends with the Mulliken charge.
Geometry (Å):
C  -2.048  1.171  -1.618  -1.18
C  -2.713  0.034  -0.803  -0.61
P  -1.414  -1.068  -0.125  0.54
N  -0.863  -1.836  -1.530  -0.60
S  -2.023  -2.234  1.283  -0.37
O  -0.074  -0.083  0.232  -0.26
C  0.847  0.037  1.187  0.29
C  2.158  -0.214  0.916  -0.40
C  2.805  -0.650  -0.320  0.78
C  4.139  -1.277  0.029  -1.23
O  2.328  -0.680  -1.442  -0.60
O  0.497  0.458  2.486  -0.34
C  -0.779  1.029  2.564  -0.62
H  -1.617  1.869  -1.069  0.32
H  -1.354  0.631  -2.340  0.29
H  -2.904  1.513  -2.150  0.41
H  -3.220  -0.642  -1.345  0.45
H  -3.294  0.519  -0.096  0.44
H  -0.063  -1.267  -1.953  0.27
H  -0.672  -2.800  -1.365  0.31
H  2.724  0.008  1.807  0.34
H  4.171  -1.545  1.014  0.40
H  4.946  -0.496  0.018  0.31
H  4.429  -2.146  -0.647  0.31
H  -1.030  1.843  1.982  0.35
H  -0.763  1.236  3.674  0.25
H  -1.659  0.232  2.481  0.16